# 1
This record from the OMol25 dataset describes a cluster of 3 separate species, C4H14N2O2 in total at a distorted geometry. The level of theory is ωB97M-V with the def2-TZVPD basis set.

## Properties
**E_HOMO**: -9.43 eV
**DFT total energy**: -11448.1063 eV
**HOMO-LUMO gap**: 10.1 eV
**Energy above the lowest of the compared OMol25 structures with the same formula, charge and spin**: 59.58 kcal per mole
**SMILES**: CCC/N=C\N.O.O

XYZ file:
```
22
C4H14N2O2 ωB97M-V with the def2-TZVPD basis set
C -0.077 1.654 -0.669
C -1.158 1.055 0.158
C -1.140 -0.498 0.230
N 0.235 -0.935 -0.048
C 0.550 -1.402 -1.195
N -0.406 -1.625 -2.219
H 0.910 1.483 -0.324
H -0.094 1.386 -1.747
H -0.312 2.740 -0.644
H -1.153 1.390 1.217
H -2.120 1.286 -0.317
H -1.824 -1.106 -0.403
H -1.535 -0.777 1.308
H 1.559 -1.522 -1.534
H -1.325 -1.885 -1.822
H -0.429 -0.732 -2.795
O 1.655 -2.031 2.208
H 1.450 -2.676 1.642
H 1.454 -1.110 1.816
O 0.917 1.659 1.743
H 1.725 1.078 1.700
H 1.118 2.570 1.694
```


# 2
This record from the OMol25 dataset describes a structure of composition C4H14N2O2 at a distorted geometry. The level of theory is ωB97M-V with the def2-TZVPD basis set.

## Properties
**E_HOMO**: -8.41 eV
**DFT total energy**: -11448.4270 eV
**HOMO-LUMO gap**: 9.3 eV
**Energy above the lowest of the compared OMol25 structures with the same formula, charge and spin**: 52.19 kcal per mole

XYZ file:
```
22
C4H14N2O2 ωB97M-V with the def2-TZVPD basis set
C -1.310 -0.587 -0.564
C -2.639 -0.772 -1.302
N -1.337 0.457 0.462
O -0.349 -0.292 -1.516
O -0.981 -1.759 0.172
H 0.526 -0.125 -1.084
H -0.801 -2.461 -0.463
H -2.065 0.260 1.140
H -1.547 1.347 0.024
H -2.896 0.140 -1.838
H -3.428 -1.019 -0.593
H -2.547 -1.581 -2.026
C 1.999 1.171 1.101
C 2.371 0.816 -0.343
N 1.485 -0.189 1.504
H 0.462 -0.206 1.414
H 1.723 -0.469 2.454
H 1.224 1.940 1.177
H 2.865 1.397 1.730
H 1.797 1.371 -1.086
H 3.432 0.989 -0.538
H 2.015 -0.429 0.176
```


> DFT total energy of number 2 (C4H14N2O2)?

-11448.4270 eV


> What is the formula in the first record?

C4H14N2O2